C49H79CaClFN5O8S3Si | ωB97M-V/def2-TZVPD

ΔE to the lowest compared entry with this formula, charge and spin: 0.0 kJ/mol
Kohn-Sham gap: 2.17 eV

```
148
Properties=species:S:1:pos:R:3:mulliken_charge:R:1
Ca -0.599 -1.752 -0.170 1.9058
Cl -5.202 -1.227 3.616 -0.2441
S -3.178 1.829 -0.191 -0.2541
S -0.672 -4.281 -2.219 1.0471
S 0.815 -2.309 2.091 -0.4984
Si 1.664 -0.630 2.874 -1.9458
F 1.906 4.656 -1.635 -0.3844
O -0.334 0.293 -1.161 -0.5332
O 1.624 -0.567 4.527 0.1625
O -3.099 -1.693 -3.670 -0.8743
O -2.275 -1.787 -1.590 -0.5239
O 0.935 0.712 2.221 0.8285
O 3.268 -0.390 2.530 0.5515
O 1.907 -2.001 -2.043 0.2957
O -0.465 -3.995 -0.743 -0.9058
N -2.408 2.256 -4.081 0.1982
N -4.103 3.292 1.842 -0.5650
N 0.652 6.003 -3.784 0.3756
N -3.259 1.169 2.353 0.8305
N 1.062 7.658 -5.509 -0.1443
C -1.293 2.849 -3.532 0.0375
C 0.513 2.774 -1.922 0.5395
C 0.663 -2.443 5.705 -1.5415
C 0.734 -5.849 -3.975 -0.4643
C -0.840 4.108 -3.947 -0.6612
C -0.579 2.161 -2.540 0.2112
C -3.018 -2.254 1.647 -0.6081
C 2.031 6.437 -3.624 -0.6895
C 2.915 -2.020 -1.024 0.1213
C 0.868 -0.163 6.714 -2.0899
C 0.586 -0.946 5.438 2.2206
C -4.007 2.506 4.113 -1.0370
C -0.775 -0.569 4.891 -1.3532
C 1.339 2.077 2.261 2.0603
C -2.074 0.234 -2.805 0.4512
C 3.027 -3.425 -0.482 -0.8603
C -3.993 -2.470 3.955 0.9557
C -4.031 -3.062 5.203 -0.6269
C -2.709 0.977 -3.743 -0.3109
C 0.245 4.709 -3.332 -1.4201
C 4.424 -0.983 3.118 1.8375
C 5.504 -0.931 2.043 -1.6839
C -2.486 -6.519 -0.454 -1.4459
C 2.545 2.284 1.336 -1.5148
C -3.543 2.132 1.410 0.1122
C 0.258 -5.807 -2.524 -1.0717
C 2.005 -0.854 -2.868 -0.1680
C -0.152 8.087 -4.742 -0.7195
C -2.167 -3.844 3.328 -0.0440
C -0.987 0.823 -2.072 1.0330
C 0.896 4.030 -2.300 0.2747
C 2.253 7.623 -4.601 -0.6790
C -3.080 -2.816 2.927 -0.2426
C 1.694 2.508 3.681 -1.5397
C 2.002 -5.031 -4.182 -0.9304
C -2.781 2.674 -6.494 -1.0673
C -2.195 -4.435 4.566 -0.8283
C -0.264 7.110 -3.544 -0.5742
C 4.168 -2.430 3.530 -1.2252
C -2.537 -1.215 -2.683 -0.9093
C 0.136 2.871 1.762 -1.2078
C 4.833 -0.148 4.328 -1.5659
C -3.477 1.331 3.664 0.2271
C 1.018 -0.994 -4.007 -1.0836
C -4.314 3.450 3.127 -0.1849
C -2.380 -4.871 -2.418 -1.1391
C -3.040 -5.258 -1.104 0.3732
C -3.131 -4.061 5.537 -0.5630
C -3.247 2.929 -5.069 -1.1712
H -2.327 -5.706 -3.124 0.6565
H 6.456 -1.301 2.427 0.4205
H 3.760 -3.453 0.325 0.3339
H -0.769 0.488 4.623 0.1840
H -3.535 0.523 -4.277 0.6739
H 3.149 7.514 -5.209 0.3612
H 2.257 6.775 -2.610 0.4750
H 1.636 -2.696 6.132 0.3785
H 3.868 -1.707 -1.470 0.5016
H 1.339 -1.765 -4.707 0.4601
H 2.829 -5.459 -3.612 0.3012
H 3.031 -0.775 -3.256 0.5281
H -0.060 -5.475 -4.629 0.2386
H 2.288 8.579 -4.084 0.3197
H 1.873 -0.388 7.073 0.4048
H -0.275 2.412 0.862 -0.1978
H 0.034 -1.278 -3.634 -0.0631
H 1.866 -4.006 -3.835 0.0043
H 0.837 2.376 4.343 0.1851
H 5.702 -0.585 4.823 0.5129
H -1.472 -6.358 -0.087 0.2267
H 1.012 2.263 -1.112 -0.3527
H 1.088 -5.751 -1.819 0.3790
H 2.432 1.666 0.443 -0.0553
H -3.268 3.993 -4.835 0.5108
H 0.801 0.909 6.523 0.3425
H 2.638 3.333 1.045 0.6134
H -1.001 8.038 -5.421 0.3870
H -4.200 2.678 5.159 0.4255
H -1.280 6.738 -3.449 0.5103
H -3.687 -1.495 1.271 0.9641
H -0.364 -6.660 -2.259 0.5450
H -0.654 2.869 2.516 0.2267
H 3.716 -2.984 2.708 0.0799
H 3.465 1.964 1.821 0.2258
H -4.766 4.395 3.417 0.4056
H -2.969 -4.418 -0.412 -0.3238
H 0.878 6.664 -5.737 0.3769
H -2.476 -7.361 -1.152 0.3607
H -2.895 0.265 2.024 -0.4325
H -2.901 -4.037 -2.887 0.2661
H 3.484 -2.476 4.378 0.0366
H 1.210 8.196 -6.362 0.2948
H 2.662 -1.307 -0.230 -0.2341
H -1.762 3.032 -6.648 0.2875
H -3.436 3.176 -7.205 0.4092
H 4.007 -0.102 5.036 0.0726
H 0.521 -2.999 4.779 0.0463
H -4.780 -2.730 5.911 0.4019
H -1.411 -4.140 2.612 0.3631
H -1.036 -1.162 4.010 -0.0316
H 1.808 0.049 -2.277 -0.0467
H -4.263 2.567 -4.920 0.5360
H 0.403 3.910 1.551 0.4810
H -2.358 -2.757 0.951 -0.9944
H 0.897 -6.889 -4.268 0.4028
H 0.151 -0.427 7.493 0.3999
H -1.319 4.625 -4.768 0.6758
H 3.346 -4.109 -1.271 0.3120
H -0.014 7.635 -2.615 0.2915
H 5.087 0.868 4.016 0.2728
H 2.521 1.916 4.073 0.1487
H -4.106 -5.377 -1.315 0.5393
H 0.000 9.116 -4.427 0.3620
H -1.464 -5.204 4.792 0.3744
H 0.921 -0.052 -4.551 0.4340
H 2.076 -3.759 -0.068 -0.1016
H 2.295 -5.007 -5.232 0.4181
H -3.222 0.496 4.287 0.4346
H 2.697 5.610 -3.861 0.4609
H -2.796 1.607 -6.712 0.3545
H 5.209 -1.543 1.189 0.2093
H -3.097 -6.803 0.403 0.4329
H 1.981 3.562 3.689 0.5100
H 5.638 0.097 1.701 0.3104
H -3.156 -4.528 6.511 0.3654
H -1.538 -0.746 5.655 0.7865
H 5.107 -2.910 3.813 0.5765
H -0.117 -2.743 6.407 0.4913
```

***

C49H79NO21 | ωB97M-V/def2-TZVPD

ΔE to the lowest compared entry with this formula, charge and spin: 0.0 kJ/mol
Kohn-Sham gap: 8.19 eV
SMILES: CC1(C)CCCC(C)(C)N1O.O=C1CCCO1.O=C1CCCO1.O=C1CCCO1.O=C1CCCO1.O=C1CCCO1.O=C1CCCO1.O=C1CCCO1.O=C1CCCO1.O=C1CCCO1.O=C1CCCO1

```
150
Properties=species:S:1:pos:R:3:mulliken_charge:R:1
O 3.621 0.641 -5.132 -0.3616
O -2.139 1.230 1.206 -0.3491
O 4.420 6.410 -2.757 -0.3410
O 0.661 9.642 2.455 -0.5857
O 0.736 -3.107 7.716 -0.3392
O -2.469 3.260 -4.264 -0.6508
O 3.958 5.807 3.067 -0.3178
O -11.193 1.458 5.133 -0.5850
O 5.652 0.266 2.828 -0.6575
O 5.279 8.523 -2.487 -0.5821
O -10.239 -0.123 3.818 -0.3471
O -9.283 -1.675 -6.396 -0.5684
O -1.009 9.538 0.965 -0.3659
O 2.521 4.564 4.174 -0.6836
O -8.547 -3.151 -4.877 -0.3416
O -3.461 -0.452 0.648 -0.6370
O -1.415 1.345 -4.476 -0.2852
O 0.868 -5.323 -1.445 -0.3895
O 7.742 -0.453 2.434 -0.3278
O 0.107 -4.469 6.023 -0.6186
O 3.557 -0.648 -3.186 -0.6202
N 1.259 -6.647 -1.644 0.0935
C 4.375 7.720 -2.315 0.5044
C -8.734 1.596 4.444 -0.4547
C 0.369 -1.014 6.824 -0.5714
C 8.380 -1.582 1.806 -0.3843
C 0.618 -1.701 8.145 -0.3269
C 1.073 -8.723 -2.863 -1.3638
C -0.145 0.444 0.571 -0.4217
C 1.962 -8.828 -0.568 -1.3115
C 6.434 -0.601 2.324 0.5162
C -2.359 -0.032 0.791 0.5907
C 2.277 6.784 -1.734 -0.3891
C -2.140 7.642 1.800 -0.4593
C 5.624 1.863 -4.894 -0.4040
C -1.267 8.243 2.940 -0.3473
C 4.614 1.344 -5.892 -0.3406
C 5.459 0.935 -3.659 -0.2949
C 7.311 -2.132 0.906 -0.3871
C -8.992 -1.954 -5.264 0.4837
C -2.850 0.125 -5.865 -0.6417
C -8.927 -0.970 -4.089 -0.3879
C -0.453 9.259 2.178 0.5331
C 2.551 -6.542 0.385 -1.9994
C 4.636 5.267 5.187 -0.2619
C 0.214 -7.341 0.578 -1.6861
C -8.884 -0.585 3.382 -0.3207
C 0.793 -6.573 -4.082 -1.9279
C 1.101 -9.594 -1.658 -0.6390
C 2.986 8.102 -1.723 -0.3727
C -2.209 8.804 0.709 -0.3845
C -0.719 1.479 1.498 -0.3654
C 4.162 0.201 -3.878 0.4676
C -10.200 1.040 4.527 0.5130
C -1.027 -0.724 0.600 -0.2778
C 1.533 -7.342 -0.340 1.7386
C 0.485 -7.316 -2.696 1.6141
C -2.474 2.094 -4.623 0.5456
C -8.266 -1.716 -2.984 -0.3267
C -1.669 0.027 -4.889 -0.3376
C 5.976 -1.642 1.350 -0.2141
C -7.886 0.321 4.171 -0.4579
C 0.204 -3.311 6.488 0.5212
C 5.788 5.998 4.566 -0.5308
C -0.352 -2.023 5.920 -0.2638
C 5.161 6.580 3.286 -0.3468
C 3.606 5.141 4.137 0.5043
C -1.055 -7.297 -2.372 -1.5965
C 3.069 5.864 -2.650 -0.3591
C -3.622 1.325 -5.269 -0.3343
C -7.950 -3.061 -3.559 -0.3411
H 2.332 8.727 -2.331 0.2196
H -0.132 -0.072 7.048 0.3776
H 7.266 -3.208 1.072 0.2989
H -4.107 1.988 -5.985 0.2930
H -0.149 -1.470 8.884 0.2797
H 2.297 6.403 -0.713 0.1431
H -8.431 2.162 5.325 0.3182
H -7.418 -0.062 5.078 0.2967
H -3.274 -0.851 -6.100 0.3925
H -4.290 1.023 -4.462 0.1911
H 1.482 -10.598 -1.845 0.4097
H 2.942 -8.870 -1.043 0.3745
H 2.633 5.746 -3.642 0.2192
H 4.075 2.162 -6.370 0.3020
H -0.432 2.518 1.335 0.3207
H 5.171 1.414 -2.723 0.1882
H -0.871 -1.428 1.416 0.1805
H 0.104 -9.719 -1.235 0.2881
H 7.348 -1.790 -0.128 0.2268
H -8.741 2.311 3.622 0.2487
H -0.802 -0.386 -5.405 0.3600
H -9.970 -0.704 -3.921 0.2570
H 0.206 -7.003 -4.893 0.4000
H -3.131 7.372 2.166 0.3108
H -0.453 -6.506 0.365 0.3053
H 2.150 -5.558 0.627 0.4233
H 0.424 -5.548 -4.100 0.4185
H -0.448 1.311 2.540 0.2013
H -8.991 -1.724 -2.170 0.1861
H 8.703 -2.373 2.483 0.2321
H -8.197 -3.877 -2.879 0.3131
H 1.212 6.746 -1.964 0.3917
H -1.127 -1.289 -0.327 0.2196
H 1.545 -4.798 -1.877 0.3419
H 5.296 -1.151 0.653 0.1926
H 6.076 6.837 5.199 0.2619
H -3.079 9.460 0.703 0.2664
H -8.645 -1.632 3.569 0.2925
H -7.068 0.578 3.498 0.2592
H 1.328 -0.728 6.391 0.2440
H 2.713 -7.048 1.337 0.4415
H 5.341 -2.358 1.870 0.2030
H 0.529 -7.198 1.612 0.4710
H 6.629 1.740 -5.297 0.2651
H 1.621 -1.406 8.451 0.2726
H 4.246 5.841 6.028 0.2589
H -1.342 -7.777 -1.436 0.3346
H 9.289 -1.275 1.290 0.3014
H 3.139 8.544 -0.739 0.2864
H -1.603 -7.838 -3.143 0.4086
H 6.709 5.445 4.381 0.2768
H 3.174 4.817 -2.367 0.2797
H -7.351 -1.246 -2.623 0.2819
H 3.429 -6.410 -0.248 0.4505
H 5.100 0.690 -6.615 0.2324
H 1.907 -9.356 0.384 0.4074
H 4.781 7.578 3.507 0.2551
H -1.777 6.705 1.379 0.2356
H 5.653 2.942 -4.738 0.2598
H -6.867 -3.144 -3.475 0.2127
H -1.423 -1.994 6.118 0.2522
H -8.734 -0.476 2.308 0.2372
H -0.039 0.877 -0.424 0.2092
H 1.855 -6.548 -4.328 0.4179
H -1.766 8.729 3.778 0.2624
H -2.283 8.360 -0.283 0.2861
H -2.050 -0.563 -4.055 0.2213
H 6.312 0.311 -3.392 0.3069
H -8.376 -0.057 -4.314 0.2319
H -1.475 -6.318 -2.141 0.3470
H -0.364 -8.264 0.552 0.3266
H 0.634 -9.238 -3.717 0.5041
H 5.822 6.574 2.420 0.3234
H -0.612 7.557 3.477 0.2503
H -0.159 -2.057 4.848 0.1730
H 0.879 0.224 0.873 0.3280
H -2.401 0.442 -6.807 0.2458
H 4.719 4.214 5.455 0.2572
H 2.095 -8.661 -3.237 0.3970
```

***

Number 1: HOMO energy -4.08 eV. Number 2: HOMO energy -8.24 eV.